# 1
DFT (ωB97M-V with the def2-TZVPD basis set) results for a structure of composition C49H55MoN11O6P in a non-equilibrium geometry.

Computed properties:
**Lowest unoccupied orbital energy (alpha / beta)**: -2.951 / -3.390 eV
**Spin multiplicity**: 3
**Charge**: +1
**Energy relative to the best compared isomer or geometry (same formula, charge and spin)**: 32.43 kJ/mol
**Calculated total energy**: -91521.03797 eV

Element x y z (Å)
Mo -0.098 0.823 -0.436
C 3.359 7.025 6.964
O 3.416 6.723 5.573
C 4.071 5.594 5.215
C 4.095 5.302 3.849
C 4.693 4.144 3.401
C 5.309 3.274 4.303
C 5.352 3.604 5.638
C 4.712 4.750 6.109
N 6.015 2.068 3.885
N 5.510 1.256 3.090
C 4.099 1.293 2.734
C 3.093 1.281 3.651
C 1.731 1.163 3.275
C 1.394 1.085 1.960
O 0.137 0.988 1.492
C 2.439 1.085 0.995
N 2.043 0.983 -0.311
C 2.951 0.978 -1.249
C 4.330 1.046 -0.969
C 4.746 1.132 0.325
C 3.787 1.158 1.363
H 2.807 7.954 7.050
H 4.359 7.163 7.381
H 2.839 6.240 7.515
H 3.636 6.003 3.161
H 4.726 3.929 2.340
H 5.851 2.935 6.330
H 4.735 4.973 7.166
H 3.349 1.342 4.702
H 0.951 1.138 4.027
H 2.594 0.908 -2.267
H 5.041 1.022 -1.786
H 5.802 1.170 0.571
O -0.153 0.977 -2.451
C -0.131 1.928 -3.252
C -0.106 3.295 -2.901
C -0.083 4.259 -3.933
C -0.066 5.569 -3.614
C -0.066 6.003 -2.273
C -0.079 5.095 -1.258
C -0.099 3.705 -1.536
O -0.114 2.848 -0.582
N -0.058 6.577 -4.701
O -0.047 6.173 -5.844
O -0.070 7.745 -4.372
H -0.120 1.663 -4.310
H -0.080 3.960 -4.975
H -0.057 7.066 -2.074
H -0.072 5.409 -0.223
C -4.241 2.175 0.261
C -2.869 2.037 0.249
N -2.269 0.948 -0.240
C -3.047 -0.058 -0.690
C -4.428 0.016 -0.746
C -5.027 1.168 -0.261
C -5.190 -1.164 -1.238
C -6.162 -1.203 -2.144
C -6.699 -0.087 -2.967
C -7.911 -0.239 -3.619
C -8.358 0.818 -4.391
N -7.664 1.948 -4.525
C -6.511 1.994 -3.858
N -5.989 1.040 -3.088
H -4.681 3.068 0.681
H -2.219 2.801 0.645
H -2.519 -0.948 -1.016
H -6.106 1.267 -0.280
H -4.893 -2.112 -0.794
H -6.623 -2.167 -2.335
H -8.492 -1.148 -3.521
H -9.301 0.761 -4.925
H -5.933 2.908 -3.953
N -0.061 -1.036 -0.538
P 0.022 -2.588 -0.418
N -0.299 -3.372 -1.827
C 0.754 -4.094 -2.557
C 0.135 -5.192 -3.407
C -0.869 -4.587 -4.386
C -1.946 -3.831 -3.608
C -1.324 -2.776 -2.701
N 1.480 -3.050 0.163
C 1.666 -4.290 0.938
C 2.972 -4.194 1.714
C 4.180 -4.150 0.758
C 3.815 -3.429 -0.556
C 2.725 -2.395 -0.309
N -1.107 -3.170 0.634
C -1.714 -4.519 0.511
C -2.062 -5.061 1.888
C -3.059 -4.144 2.605
C -2.649 -2.655 2.487
C -1.235 -2.504 1.948
H 1.448 -4.520 -1.841
H 1.315 -3.407 -3.208
H -0.379 -5.899 -2.749
H 0.923 -5.734 -3.934
H -1.318 -5.364 -5.007
H -0.347 -3.892 -5.054
H -2.513 -4.538 -2.993
H -2.648 -3.343 -4.289
H -2.103 -2.336 -2.070
H -0.889 -1.966 -3.300
H 1.694 -5.176 0.286
H 0.823 -4.413 1.615
H 3.053 -5.042 2.394
H 2.940 -3.288 2.325
H 4.513 -5.165 0.536
H 5.012 -3.640 1.247
H 3.461 -4.152 -1.294
H 4.691 -2.938 -0.987
H 2.505 -1.827 -1.209
H 3.070 -1.685 0.448
H -1.037 -5.193 -0.011
H -2.629 -4.458 -0.089
H -1.150 -5.162 2.484
H -2.481 -6.061 1.777
H -3.134 -4.435 3.653
H -4.050 -4.292 2.166
H -2.709 -2.160 3.459
H -3.326 -2.124 1.819
H -0.521 -2.925 2.668
H -0.980 -1.458 1.822


# 2
DFT (ωB97M-V with the def2-TZVPD basis set) results for an isolated molecule of C19H19N5O5S in a non-equilibrium geometry.

Computed properties:
**Lowest unoccupied orbital energy**: -0.109 eV
**SMILES string**: O=C(CCn1c(=O)[nH]c2ccsc2c1=O)N1CCN(c2ccc([N+](=O)[O-])cc2)CC1
**Energy relative to the best compared isomer or geometry (same formula, charge and spin)**: 0.00 kJ/mol
**Calculated total energy**: -48534.05975 eV

Element x y z (Å)
O -2.475 -0.893 1.495
C -1.814 -1.455 0.637
C -2.502 -2.323 -0.406
C -2.786 -1.468 -1.652
N -3.384 -0.204 -1.246
C -4.739 -0.237 -0.964
O -5.430 -1.200 -1.196
N -5.268 0.914 -0.432
C -4.504 1.996 -0.099
C -4.920 3.193 0.525
C -3.877 4.049 0.703
S -2.381 3.440 0.127
C -3.154 1.983 -0.385
C -2.505 0.848 -0.979
O -1.321 0.764 -1.246
N -0.474 -1.300 0.567
C 0.156 -0.321 1.434
C 1.439 -0.919 2.012
N 2.338 -1.323 0.953
C 3.344 -0.517 0.492
C 3.500 0.811 0.931
C 4.552 1.584 0.505
C 5.494 1.059 -0.377
N 6.585 1.859 -0.818
O 6.682 2.989 -0.372
O 7.365 1.371 -1.617
C 5.365 -0.255 -0.823
C 4.312 -1.024 -0.398
C 1.702 -2.317 0.119
C 0.404 -1.751 -0.487
H -3.458 -2.632 0.022
H -1.934 -3.211 -0.672
H -3.491 -1.982 -2.308
H -1.868 -1.228 -2.189
H -6.250 0.886 -0.196
H -5.932 3.397 0.825
H -3.908 5.022 1.152
H -0.554 -0.069 2.224
H 0.381 0.578 0.848
H 1.928 -0.221 2.687
H 1.184 -1.819 2.583
H 2.776 1.258 1.592
H 4.658 2.606 0.834
H 6.109 -0.653 -1.496
H 4.256 -2.047 -0.735
H 2.357 -2.629 -0.691
H 1.465 -3.190 0.737
H -0.072 -2.521 -1.089
H 0.648 -0.896 -1.131


# 3
DFT (ωB97M-V with the def2-TZVPD basis set) results for a cluster of 2 separate species, C10H16F3IN2O2 in total.

Computed properties:
**Lowest unoccupied orbital energy**: -0.914 eV
**Calculated total energy**: -33955.64455 eV

Element x y z (Å)
C -0.135 -2.200 0.202
C -0.617 -0.938 0.869
I -0.467 -1.258 3.033
C -2.016 -0.475 0.494
C -3.007 -1.581 0.548
C -3.458 -2.399 -0.438
N -4.330 -3.290 0.172
C -4.404 -3.029 1.463
N -3.610 -1.989 1.713
H -0.737 -3.069 0.460
H -0.166 -2.063 -0.878
H 0.872 -2.410 0.529
H 0.054 -0.118 0.660
H -2.011 -0.085 -0.520
H -2.333 0.347 1.125
H -3.199 -2.397 -1.475
H -4.813 -4.036 -0.302
H -4.966 -3.538 2.219
H -3.416 -1.575 2.614
C 3.970 3.606 -1.611
C 4.238 2.162 -1.198
O 3.573 1.731 -0.033
C 2.211 1.226 -0.162
O 2.024 0.333 -1.090
C 1.186 2.395 -0.282
F 1.478 3.456 0.512
F -0.036 1.957 0.136
F 0.987 2.880 -1.514
H 3.932 4.257 -0.737
H 4.764 3.955 -2.278
H 3.032 3.709 -2.151
H 5.301 2.084 -0.948
H 4.061 1.471 -2.027
H 2.039 0.882 0.895


Q: Among the records above, which one has the lowest calculated total energy?
A: C49H55MoN11O6P